Below is the ion C7H13N4O2S with charge +1, with properties calculated with ωB97M-V/def2-TZVPD.

Last column: natural (NBO) charge in e.
Element x y z (Å)
C (-2.928483, 0.901113, 0.204787)  0.012
C (-1.638285, 1.246980, 0.101649)  -0.018
C (-1.682235, -0.885155, 0.035364)  0.510
C (-1.149363, 2.619388, 0.011052)  0.408
C (-1.466067, -2.326061, 0.106304)  -0.701
C (2.385206, 1.051044, 0.882738)  -0.468
C (2.705535, -1.278056, 0.327963)  -0.447
N (1.178506, 1.046250, -1.902476)  -1.001
N (-0.854087, 0.122466, -0.066790)  -0.510
N (-2.947374, -0.451678, 0.169934)  -0.484
N (1.736754, -0.221435, 0.502768)  -0.585
O (-0.032534, 2.947387, -0.181659)  -0.466
O (0.579895, -1.381394, -1.539175)  -0.904
S (0.756270, -0.102829, -0.971737)  2.190
H (-3.819966, 1.553110, 0.277123)  0.269
H (-1.978816, 3.400162, 0.007792)  0.139
H (-0.876220, -2.711172, 0.918619)  0.271
H (-2.401134, -2.885924, 0.068602)  0.250
H (-0.897599, -2.570901, -0.758335)  0.296
H (1.775286, 1.935550, 0.351069)  0.268
H (2.298375, 1.162964, 1.950968)  0.219
H (3.414024, 1.194111, 0.679959)  0.218
H (3.301275, -1.046402, -0.669635)  0.208
H (3.398003, -1.191219, 1.185108)  0.242
H (2.198531, -2.343805, 0.258193)  0.232
H (0.603867, 1.113067, -2.691864)  0.399
H (-3.659373, -0.897564, 0.741681)  0.454

Cartesian forces (eV/Å) of the 2 atoms listed first:
C -0.7 1.6 0.2
C 0.5 1.9 -0.7

Lowest unoccupied orbital energy in eV: -3.89
Total charge: +1
Multiplicity: 1
HOMO level in eV: -13.505

Below is a cluster of 2 separate species, C7H13N5O3 in total, with properties calculated with ωB97M-V/def2-TZVPD.

Last column: natural (NBO) charge in e.
Element x y z (Å)
C (-0.369006, -0.971517, 1.354479)  0.488
C (1.695602, -1.013456, 0.036670)  0.715
C (-0.656047, 4.307233, -0.326267)  1.141
C (1.459507, 3.187435, 0.034023)  -0.305
C (-3.410123, -0.241479, -0.586852)  -0.608
C (0.549328, -1.851928, 0.744308)  -0.607
C (-1.843218, -0.242175, -0.536261)  -0.220
N (-1.345336, 0.352802, 2.835702)  0.052
N (-1.910885, 0.569232, 1.724049)  0.004
N (-0.458256, -0.650074, 2.689591)  -0.323
N (2.735780, -1.767056, -0.266783)  -0.772
N (-1.340865, -0.259823, 0.792602)  -0.139
O (1.685914, 0.195039, 0.194969)  -0.665
O (-1.373287, 5.133356, -0.497554)  -0.248
O (0.089204, 3.416233, -0.066885)  -0.385
H (1.791962, 3.432055, 1.081321)  0.247
H (1.801898, 2.156157, -0.000185)  0.297
H (1.910966, 3.880405, -0.755390)  0.241
H (-3.832447, -0.859243, -1.308079)  0.252
H (-3.849437, -0.425578, 0.386886)  0.240
H (-3.661294, 0.732880, -0.883846)  0.225
H (0.109241, -2.453741, -0.066995)  0.285
H (0.999017, -2.535592, 1.544608)  0.301
H (-1.532754, 0.682178, -0.972047)  0.220
H (-1.328541, -1.109279, -1.025330)  0.228
H (0.238603, -0.637215, 3.413437)  0.465
H (2.680738, -2.759477, -0.691705)  0.448
H (3.483440, -1.191750, -0.551693)  0.422

Cartesian forces (eV/Å) of the 2 atoms listed first:
C -2.2 1.4 2.1
C -1.1 -0.8 3.1

Lowest unoccupied orbital energy in eV: -6.69
Total charge: +2
Multiplicity: 1
HOMO level in eV: -17.663

Below is a cluster of 2 separate species, C7H13NO in total, with properties calculated with ωB97M-V/def2-TZVPD.

Last column: natural (NBO) charge in e.
Element x y z (Å)
C (1.544610, 1.433298, -1.665610)  -0.630
C (0.810661, 0.616555, -0.659016)  -0.097
C (0.823059, 0.989646, 0.692329)  -0.108
N (0.367440, -0.137354, 1.321375)  -0.486
C (-0.231674, -0.982985, 0.445972)  0.113
C (0.035541, -0.558270, -0.850336)  -0.104
C (-0.334794, -1.007817, -2.229881)  -0.632
C (-0.735539, -2.285672, 0.968579)  -0.648
H (2.316132, 2.224704, -1.213471)  0.213
H (0.908931, 2.072733, -2.266652)  0.210
H (2.243346, 0.817545, -2.429096)  0.212
H (1.411568, 1.858502, 1.074875)  0.220
H (0.336666, -0.145301, 2.313974)  0.413
H (0.582685, -1.223317, -2.760382)  0.221
H (-1.139093, -1.786463, -2.238909)  0.218
H (-0.825695, -0.268185, -2.820394)  0.215
H (-0.803297, -2.282616, 2.189442)  0.215
H (-0.161940, -3.214568, 0.661335)  0.225
H (-1.713783, -2.675641, 0.533275)  0.227
H (-1.249804, 2.174197, 1.252035)  0.473
H (-2.264880, 1.093375, 1.391310)  0.465
O (-1.710513, 1.636000, 1.856351)  -0.936

Cartesian forces (eV/Å) of the 2 atoms listed first:
C 3.1 0.9 -1.4
C 0.2 2.0 0.6

Lowest unoccupied orbital energy in eV: 0.84
Total charge: 0
Multiplicity: 1
HOMO level in eV: -7.738

Below is an isolated molecule of C7H13NO, with properties calculated with ωB97M-V/def2-TZVPD.

Last column: natural (NBO) charge in e.
Element x y z (Å)
C (3.514499, 0.232202, -0.199803)  -0.706
C (1.880478, 0.329152, 0.131379)  0.328
N (1.417098, 1.552420, 0.548129)  -0.661
C (1.008606, -1.049613, -0.029214)  -0.493
C (-0.617998, -0.847352, -0.053899)  0.097
C (-1.367496, -0.012747, 1.144391)  -0.451
C (-2.854867, 0.092803, 0.399782)  -0.447
C (-2.409500, 0.230084, -1.190925)  -0.093
O (-1.210965, -0.644456, -1.416062)  -0.562
H (3.851809, -0.896600, -0.016902)  0.221
H (4.117086, 0.953825, 0.515779)  0.228
H (3.655423, 0.523713, -1.324141)  0.236
H (2.198339, 2.253380, 0.555133)  0.338
H (1.327498, -1.895188, 0.750730)  0.245
H (1.300904, -1.504540, -1.093755)  0.245
H (-0.995860, -1.958373, 0.165849)  0.171
H (-1.456322, -0.503171, 2.209682)  0.234
H (-1.103709, 1.140443, 1.292563)  0.244
H (-3.231123, 1.180862, 0.646451)  0.215
H (-3.659960, -0.701888, 0.699294)  0.219
H (-3.273843, 0.156571, -1.994556)  0.210
H (-1.902269, 1.301194, -1.334717)  0.180

Cartesian forces (eV/Å) of the 2 atoms listed first:
C -1.1 -0.9 0.3
C 0.8 3.2 1.3

Lowest unoccupied orbital energy in eV: 0.92
Total charge: 0
Multiplicity: 1
HOMO level in eV: -9.121

Below is an isolated molecule of C7H13NO, with properties calculated with ωB97M-V/def2-TZVPD.

Last column: natural (NBO) charge in e.
Element x y z (Å)
C (-0.422511, 0.625169, 0.619365)  0.564
C (-1.395854, -1.093440, -1.858620)  -0.269
C (-1.520018, 1.476782, 0.116918)  -0.729
C (-0.224746, 0.528178, 2.082029)  -0.748
C (0.438154, -0.104720, -0.306834)  0.174
C (1.488388, -0.994031, 0.312071)  -0.208
C (2.785959, -0.717220, 0.338088)  -0.383
O (-0.709382, -1.274334, -0.646282)  -0.642
N (0.747188, 0.789222, -1.279772)  -0.798
H (1.664383, 0.573466, -1.668076)  0.339
H (1.113068, -1.913046, 0.747768)  0.217
H (-1.291663, -1.989898, -2.481130)  0.176
H (-0.974678, -0.247501, -2.421977)  0.195
H (-2.466201, -0.919907, -1.683558)  0.154
H (-1.506416, 1.570964, -0.961976)  0.275
H (-1.467209, 2.465935, 0.582393)  0.244
H (-2.465699, 1.031880, 0.453295)  0.259
H (0.831817, 0.665318, 2.325903)  0.274
H (-0.840950, 1.227885, 2.644777)  0.226
H (-0.466804, -0.495547, 2.390751)  0.279
H (3.185109, 0.198450, -0.084488)  0.198
H (3.498063, -1.403603, 0.779353)  0.203

Cartesian forces (eV/Å) of the 2 atoms listed first:
C -0.1 0.0 -0.1
C 0.1 0.0 0.1

Lowest unoccupied orbital energy (spin up / spin down) in eV: -0.76 / -0.76
Total charge: 0
Multiplicity: 1
HOMO level (spin up / spin down) in eV: -8.078 / -8.075

Below is a structure of composition C7H13NO2, with properties calculated with ωB97M-V/def2-TZVPD.

Last column: natural (NBO) charge in e.
Element x y z (Å)
C (0.847550, -1.529585, -0.707090)  0.374
C (-2.728728, -0.793323, 0.513237)  0.518
C (1.451769, 1.407463, -0.114675)  -0.603
C (0.587032, 0.115991, 1.727267)  -0.604
C (-0.596624, 0.098061, -1.837807)  -0.628
C (0.294136, 0.611805, 0.392682)  -0.288
C (-0.169349, -0.479043, -0.501582)  0.178
N (-1.655002, -1.462876, 0.212274)  -0.648
O (1.123347, -2.389164, 0.111666)  -0.497
O (-2.879593, 0.382324, 0.327266)  -0.639
H (1.263604, -1.569395, -1.730457)  0.126
H (-3.625995, -1.537920, 0.694368)  0.100
H (2.298518, 0.780516, -0.418838)  0.201
H (1.148524, 2.094548, -0.863241)  0.215
H (1.726842, 1.954743, 0.806773)  0.223
H (-0.352270, -0.165857, 2.216055)  0.220
H (1.187481, -0.702557, 1.783832)  0.221
H (0.904480, 1.005577, 2.227520)  0.202
H (0.279896, 0.485549, -2.101558)  0.207
H (-1.340075, 0.788784, -1.751900)  0.245
H (-0.854216, -0.694840, -2.532143)  0.208
H (-0.593901, 1.378489, 0.495717)  0.247
H (-1.421137, -2.455298, -0.036654)  0.421

Cartesian forces (eV/Å) of the 2 atoms listed first:
C 0.0 -2.1 0.7
C -3.0 -2.4 -1.4

Lowest unoccupied orbital energy in eV: 0.01
Total charge: 0
Multiplicity: 1
HOMO level in eV: -9.634

Repeat the third record exactly.
Below is a cluster of 2 separate species, C7H13NO in total, with properties calculated with ωB97M-V/def2-TZVPD.

Last column: natural (NBO) charge in e.
Element x y z (Å)
C (1.544610, 1.433298, -1.665610)  -0.630
C (0.810661, 0.616555, -0.659016)  -0.097
C (0.823059, 0.989646, 0.692329)  -0.108
N (0.367440, -0.137354, 1.321375)  -0.486
C (-0.231674, -0.982985, 0.445972)  0.113
C (0.035541, -0.558270, -0.850336)  -0.104
C (-0.334794, -1.007817, -2.229881)  -0.632
C (-0.735539, -2.285672, 0.968579)  -0.648
H (2.316132, 2.224704, -1.213471)  0.213
H (0.908931, 2.072733, -2.266652)  0.210
H (2.243346, 0.817545, -2.429096)  0.212
H (1.411568, 1.858502, 1.074875)  0.220
H (0.336666, -0.145301, 2.313974)  0.413
H (0.582685, -1.223317, -2.760382)  0.221
H (-1.139093, -1.786463, -2.238909)  0.218
H (-0.825695, -0.268185, -2.820394)  0.215
H (-0.803297, -2.282616, 2.189442)  0.215
H (-0.161940, -3.214568, 0.661335)  0.225
H (-1.713783, -2.675641, 0.533275)  0.227
H (-1.249804, 2.174197, 1.252035)  0.473
H (-2.264880, 1.093375, 1.391310)  0.465
O (-1.710513, 1.636000, 1.856351)  -0.936

Cartesian forces (eV/Å) of the 2 atoms listed first:
C 3.1 0.9 -1.4
C 0.2 2.0 0.6

Lowest unoccupied orbital energy in eV: 0.84
Total charge: 0
Multiplicity: 1
HOMO level in eV: -7.738